1.
122
Properties=species:S:1:pos:R:3:forces:R:3:mulliken_charge:R:1 method="wB97M-V/def2-TZVPD" e_tot_ha=-4275.91507 spin_multiplicity=1 homo_lumo_gap_ev=9.0 e_homo_ev=-9.59 lumo_energy_ev=-0.62
C 0.470 -4.676 0.425 -0.2 0.0 0.0 -1.188
C 0.100 -4.252 -1.003 0.1 -0.1 0.0 -0.372
C 0.342 -2.782 -1.315 0.0 0.0 0.0 0.353
Cl 2.109 -2.542 -1.560 0.1 0.1 0.0 -0.194
C -0.221 -1.814 -0.238 -0.4 0.1 0.1 1.055
C 0.804 -1.038 0.447 0.5 -0.1 0.1 -0.861
N 1.616 -0.424 0.978 -0.1 0.1 0.0 -0.724
C -1.257 -0.772 -0.753 -0.3 0.0 0.0 0.431
C -0.784 -0.155 -1.987 0.2 0.1 -0.2 -0.347
N -0.385 0.364 -2.930 0.0 -0.1 -0.1 -0.710
C -2.734 -1.210 -0.879 -0.1 0.2 0.1 -0.509
C -3.041 -2.644 -1.202 0.2 -0.1 -0.2 0.772
O -2.617 -2.885 -2.540 0.1 0.1 0.1 -0.673
C -4.525 -2.956 -1.055 0.1 -0.1 0.1 -0.613
N -5.044 -2.913 0.308 0.1 0.1 0.1 -0.481
H 0.920 -3.865 0.997 0.2 0.0 0.0 0.209
H -0.416 -4.987 0.977 0.0 0.0 0.1 0.375
H 1.158 -5.518 0.432 0.1 0.0 0.0 0.406
H -0.944 -4.486 -1.208 -0.1 0.1 0.0 -0.180
H 0.672 -4.818 -1.736 0.0 0.0 0.0 0.672
H -0.089 -2.524 -2.277 -0.1 0.0 0.0 0.475
H -0.709 -2.401 0.546 -0.1 0.0 0.0 0.764
H -1.262 0.028 -0.011 0.0 0.1 -0.1 0.277
H -3.225 -0.966 0.064 0.0 0.0 0.0 -0.287
H -3.195 -0.595 -1.654 -0.1 0.0 0.0 0.570
H -2.505 -3.315 -0.515 0.0 0.0 0.1 -0.059
H -2.692 -3.830 -2.734 -0.1 0.0 0.0 0.296
H -5.099 -2.262 -1.670 0.0 -0.1 -0.1 0.388
H -4.628 -3.959 -1.463 -0.3 0.0 0.0 -0.123
H -5.308 -1.969 0.564 0.0 0.0 0.0 0.245
H -4.336 -3.193 0.980 0.0 -0.1 0.0 0.252
C -2.099 1.600 3.130 0.0 0.2 0.0 -0.972
N -2.582 0.276 2.667 -0.2 -0.1 0.0 0.967
O -1.763 -0.535 2.275 0.1 0.0 0.0 -0.466
O -3.775 0.073 2.694 -0.1 0.0 0.0 -0.560
H -1.019 1.618 3.047 0.0 0.0 0.0 0.294
H -2.569 2.343 2.488 0.0 0.0 0.0 0.290
H -2.421 1.717 4.159 0.0 0.0 0.0 0.354
C 1.948 2.044 -1.259 0.0 0.0 0.1 -0.543
N 2.034 3.479 -1.633 0.1 0.0 0.0 0.999
O 1.108 4.213 -1.359 0.0 0.0 0.0 -0.581
O 3.054 3.837 -2.193 0.0 0.1 -0.1 -0.548
H 0.989 1.874 -0.789 0.0 0.0 0.0 0.264
H 2.055 1.465 -2.172 0.0 0.0 0.0 0.063
H 2.774 1.834 -0.584 0.0 0.0 0.0 0.274
C 0.805 -1.182 4.106 0.1 0.1 -0.1 0.373
N 0.498 -2.609 4.377 -0.1 0.0 -0.2 0.990
O 0.044 -3.274 3.466 0.0 0.1 0.1 -0.470
O 0.719 -3.042 5.492 0.0 0.0 0.2 -0.595
H 0.539 -0.988 3.078 0.0 0.1 0.0 -0.467
H 0.221 -0.579 4.798 0.1 -0.1 0.0 -0.106
H 1.868 -1.038 4.277 0.0 0.0 0.0 0.298
C 6.326 3.831 -2.098 0.0 0.0 -0.1 -0.524
N 6.393 2.361 -2.329 0.0 0.0 0.0 0.998
O 7.228 1.938 -3.107 -0.1 0.0 0.0 -0.589
O 5.599 1.668 -1.728 0.0 0.0 0.0 -0.557
H 7.093 4.320 -2.687 0.0 -0.1 0.0 0.265
H 5.328 4.141 -2.387 0.0 0.0 0.1 0.114
H 6.473 3.990 -1.034 0.0 0.0 0.0 0.326
C -8.669 -3.092 2.373 0.1 0.0 0.0 -0.754
N -8.259 -2.270 1.203 0.0 -0.2 -0.2 0.921
O -7.476 -1.362 1.391 0.0 0.2 0.1 -0.532
O -8.731 -2.572 0.130 0.0 0.1 0.1 -0.536
H -8.166 -2.705 3.251 0.0 0.0 0.0 0.308
H -9.749 -3.019 2.455 0.0 0.0 0.0 0.287
H -8.378 -4.115 2.156 0.0 0.0 0.0 0.295
C 2.745 7.030 -2.774 0.0 -0.1 -0.1 -0.736
N 3.987 7.611 -2.198 0.0 0.0 0.0 0.952
O 5.050 7.121 -2.513 0.0 0.0 0.0 -0.527
O 3.854 8.545 -1.430 0.0 0.0 0.0 -0.582
H 3.028 6.214 -3.426 0.0 0.0 0.0 0.291
H 2.144 6.671 -1.944 0.0 0.0 0.0 0.278
H 2.226 7.822 -3.305 0.0 0.1 0.0 0.299
C -4.497 -7.238 -4.263 0.1 0.0 0.0 -0.775
N -4.086 -6.300 -3.184 -0.1 0.2 0.1 0.950
O -2.951 -5.857 -3.208 0.0 0.0 -0.1 -0.591
O -4.914 -6.014 -2.348 0.0 -0.2 -0.1 -0.539
H -3.653 -7.381 -4.926 0.0 0.0 0.0 0.313
H -4.803 -8.163 -3.784 0.0 0.0 0.0 0.298
H -5.343 -6.783 -4.770 0.0 0.0 0.0 0.309
C -1.550 -1.159 7.731 0.0 0.0 -0.1 -0.705
N -1.430 0.225 7.194 0.0 0.0 0.2 0.891
O -1.232 0.357 5.998 -0.1 0.1 0.0 -0.548
O -1.534 1.135 7.982 0.0 0.0 -0.1 -0.518
H -1.433 -1.856 6.911 0.0 0.0 0.0 0.229
H -0.773 -1.279 8.480 0.0 0.0 0.0 0.304
H -2.529 -1.235 8.195 0.0 0.0 0.0 0.298
C 0.366 -6.203 5.103 0.0 0.0 -0.1 -0.529
N 0.081 -7.609 4.700 0.0 0.0 0.0 0.929
O 0.178 -7.895 3.525 0.0 0.0 0.0 -0.531
O -0.236 -8.380 5.583 0.0 0.0 0.0 -0.568
H 0.623 -5.635 4.219 0.0 0.0 0.0 0.128
H -0.532 -5.815 5.573 0.0 0.0 0.0 0.270
H 1.178 -6.231 5.823 0.0 0.0 0.0 0.296
C -6.078 1.549 -0.319 0.0 0.0 0.0 -0.660
N -5.006 2.271 0.421 0.0 0.0 0.0 0.873
O -3.852 2.078 0.087 0.1 -0.1 0.0 -0.420
O -5.351 3.004 1.320 0.0 0.0 0.0 -0.547
H -5.610 0.939 -1.081 0.0 0.0 0.0 0.222
H -6.617 0.948 0.409 0.0 0.0 0.0 0.237
H -6.734 2.300 -0.747 0.0 0.0 0.0 0.306
C 10.285 2.882 -3.392 0.0 0.0 0.1 -0.460
N 10.446 4.315 -3.764 0.0 0.0 0.0 0.915
O 9.543 5.076 -3.477 0.0 0.0 0.0 -0.533
O 11.470 4.630 -4.330 0.0 0.0 0.0 -0.553
H 9.323 2.772 -2.911 0.0 -0.1 0.0 0.080
H 10.336 2.301 -4.307 0.0 0.0 0.0 0.274
H 11.112 2.625 -2.737 0.0 0.0 0.0 0.285
C 3.339 11.035 0.777 0.0 0.0 -0.1 -0.641
N 3.110 12.504 0.679 0.0 0.0 0.0 0.867
O 2.915 12.978 -0.420 0.0 0.0 0.0 -0.521
O 3.131 13.131 1.719 0.0 0.0 0.0 -0.538
H 3.296 10.609 -0.217 0.0 0.0 0.0 0.312
H 4.314 10.892 1.232 0.0 0.0 0.0 0.266
H 2.564 10.636 1.424 0.0 0.0 0.0 0.272
C 2.819 -0.923 -4.949 0.0 0.0 0.1 -0.649
N 2.749 -1.450 -6.341 0.0 0.0 0.0 0.903
O 3.369 -2.461 -6.599 0.0 0.0 0.0 -0.545
O 2.068 -0.827 -7.128 0.0 0.0 0.0 -0.540
H 3.459 -1.577 -4.370 0.0 0.0 0.0 0.285
H 3.217 0.086 -5.008 0.0 0.0 0.0 0.301
H 1.805 -0.901 -4.559 0.0 0.0 0.0 0.230

2.
90
Properties=species:S:1:pos:R:3:forces:R:3:mulliken_charge:R:1 method="wB97M-V/def2-TZVPD" e_tot_ha=-1733.78268 total_charge=+1 spin_multiplicity=1 homo_lumo_gap_ev=7.8 e_homo_ev=-11.51 lumo_energy_ev=-3.71
C 4.391 -2.345 0.898 -0.8 -0.5 0.9 -0.805
C 3.061 -2.529 -0.073 0.5 -0.4 0.8 -0.231
C 3.396 -2.533 -1.678 -0.1 -2.2 0.8 -0.548
N 3.776 -1.167 -2.245 -0.3 -2.2 -0.2 -0.454
N 2.602 -0.430 -2.197 -1.0 -1.2 -3.7 0.318
C 1.460 -0.559 -3.185 0.7 5.2 7.2 -0.050
N 0.483 0.453 -2.605 4.0 -1.1 1.6 -0.561
C 1.107 1.063 -1.369 2.9 -2.0 -0.9 0.242
N 0.662 1.992 -0.461 -0.8 -0.3 -1.4 0.003
C -0.732 2.552 -0.638 -1.8 -0.8 0.9 -0.686
C -1.421 2.705 0.877 -0.2 -1.2 -0.4 -0.567
C -1.437 1.238 1.677 0.1 0.5 0.1 0.005
F -2.030 1.460 3.040 1.2 -0.6 -3.1 -0.303
N 2.494 0.500 -1.139 -5.9 0.6 -3.2 0.199
O 3.395 0.774 -0.153 -0.4 0.4 -1.3 -0.156
C 4.517 1.589 -0.689 3.3 -0.6 -1.2 -0.249
C 5.299 2.476 0.464 -0.3 0.7 0.2 0.105
C 4.736 4.015 0.369 0.3 -0.2 0.3 -0.969
O 6.777 2.460 0.226 -1.6 -1.4 1.2 -0.532
H 4.050 -2.747 1.970 0.8 0.9 -2.3 0.318
H 4.688 -1.222 1.063 -0.4 -2.3 -0.6 0.083
H 5.292 -3.025 0.567 -1.8 1.6 0.5 0.293
H 2.284 -1.722 0.271 1.4 -1.5 -1.0 0.027
H 2.584 -3.583 0.220 1.0 2.3 -0.9 0.393
H 4.271 -3.318 -1.854 -1.7 2.0 0.3 0.367
H 2.449 -2.996 -2.237 1.9 1.2 1.0 0.321
H 4.110 -1.298 -3.245 -0.5 0.5 1.4 0.162
H 1.387 -1.252 -4.134 0.3 1.6 2.3 0.370
H 1.205 2.315 0.395 -0.6 -1.0 -1.9 0.338
H -1.380 1.730 -1.205 1.6 1.8 1.1 0.332
H -0.791 3.539 -1.264 0.4 -1.8 1.4 0.292
H -0.849 3.482 1.540 -1.3 -1.4 -1.3 0.277
H -2.550 2.967 0.678 2.4 -0.1 0.6 0.315
H -0.358 0.797 1.833 -2.2 1.0 -0.1 0.082
H -2.082 0.430 1.123 1.1 1.7 1.2 0.240
H 4.212 2.210 -1.643 0.2 -1.0 2.2 0.363
H 5.321 0.795 -1.075 -1.8 1.7 0.8 0.214
H 5.124 2.084 1.565 -0.1 0.5 -2.4 0.279
H 5.177 4.636 -0.542 -0.7 -1.6 2.0 0.297
H 3.574 3.970 0.220 2.1 0.1 0.4 0.194
H 4.991 4.549 1.387 -0.6 -0.9 -2.2 0.316
H 7.206 1.744 0.808 -1.2 1.6 -1.3 0.344
C 0.331 4.070 7.218 0.1 0.3 0.1 -1.287
C -0.375 4.021 5.872 0.0 -0.6 0.5 0.394
C -1.419 2.917 5.834 -0.4 0.1 -0.2 -1.066
O 0.586 3.798 4.843 0.3 0.0 -0.5 -0.520
H 0.855 3.129 7.420 -0.2 0.0 0.0 0.338
H 1.088 4.862 7.227 -0.2 -0.1 0.0 0.322
H -0.380 4.256 8.029 0.1 0.0 -0.1 0.360
H -0.852 4.986 5.671 0.2 -0.1 -0.2 0.256
H -0.957 1.935 5.987 0.0 0.1 0.1 0.298
H -1.910 2.885 4.855 0.1 0.1 0.2 0.165
H -2.182 3.068 6.604 0.1 -0.1 -0.1 0.405
H 1.015 2.943 5.013 -0.3 0.4 0.0 0.338
C 5.613 -3.203 -7.329 0.0 -0.4 0.1 -1.373
C 4.734 -2.216 -6.577 0.5 0.2 -0.7 0.547
C 4.378 -1.019 -7.445 -0.3 0.1 0.0 -1.271
O 5.419 -1.767 -5.411 0.0 0.2 0.6 -0.536
H 6.557 -2.736 -7.631 -0.2 0.1 0.0 0.356
H 5.871 -4.053 -6.689 -0.1 0.1 -0.1 0.346
H 5.108 -3.580 -8.224 0.1 0.0 0.1 0.372
H 3.817 -2.717 -6.247 0.2 0.1 0.2 0.230
H 5.278 -0.475 -7.750 0.0 -0.2 0.0 0.331
H 3.755 -0.311 -6.887 0.0 -0.1 -0.1 0.303
H 3.836 -1.330 -8.343 0.1 0.1 0.1 0.380
H 6.234 -1.321 -5.695 -0.3 -0.2 0.1 0.332
C -5.350 -0.846 1.769 -0.1 0.0 -0.3 -1.014
C -5.043 -1.985 2.727 0.0 0.6 0.3 0.320
C -5.601 -1.707 4.114 -0.1 -0.2 0.2 -1.252
O -3.632 -2.163 2.812 0.4 0.0 -0.1 -0.571
H -4.895 0.090 2.113 -0.1 -0.1 0.1 0.345
H -4.933 -1.054 0.778 -0.1 -0.1 0.1 0.250
H -6.429 -0.693 1.669 0.1 0.0 0.0 0.306
H -5.469 -2.917 2.339 0.3 0.0 0.0 0.285
H -5.154 -0.803 4.542 -0.1 0.0 -0.2 0.277
H -5.362 -2.530 4.797 -0.1 0.1 -0.2 0.334
H -6.687 -1.581 4.085 0.1 0.0 0.0 0.373
H -3.246 -1.341 3.156 -0.2 -0.3 -0.1 0.339
C -8.377 -1.098 -0.920 -0.1 0.3 0.2 -1.192
C -8.292 -2.578 -0.585 0.0 0.1 -0.7 0.469
C -7.165 -3.255 -1.348 0.2 -0.3 0.1 -1.170
O -9.528 -3.208 -0.911 -0.1 -0.1 0.0 -0.569
H -8.580 -0.948 -1.986 0.1 -0.1 0.0 0.394
H -9.201 -0.626 -0.373 0.2 -0.1 0.0 0.296
H -7.447 -0.581 -0.666 -0.1 0.0 -0.1 0.286
H -8.134 -2.703 0.492 -0.2 -0.1 -0.1 0.163
H -7.325 -3.182 -2.430 0.0 0.1 0.1 0.374
H -7.123 -4.322 -1.107 0.0 0.2 0.0 0.315
H -6.198 -2.803 -1.107 0.0 0.0 -0.1 0.280
H -9.676 -3.102 -1.865 0.1 0.0 0.4 0.360

3.
98
Properties=species:S:1:pos:R:3:forces:R:3:mulliken_charge:R:1 method="wB97M-V/def2-TZVPD" e_tot_ha=-3386.56093 total_charge=+1 spin_multiplicity=1 homo_lumo_gap_ev=3.2 e_homo_ev=-8.55 lumo_energy_ev=-5.34
C -3.202 5.210 6.141 0.5 0.4 -0.1 -0.842
C -2.280 5.667 7.422 -0.1 0.6 -0.1 -0.511
C -1.343 4.483 8.060 1.1 2.6 0.7 -0.426
N -2.063 3.195 8.389 -4.5 -3.5 1.5 0.323
C -3.457 2.890 8.888 2.3 -1.5 -0.4 0.021
N -3.643 1.387 9.101 5.7 5.1 -2.6 -0.228
N -2.390 0.889 8.694 -1.2 3.6 0.2 -0.186
N -1.503 1.907 8.307 -2.3 -0.5 0.3 0.189
S 0.149 1.530 7.757 -0.4 0.2 -0.9 0.078
C -0.021 1.668 5.861 -2.0 -0.8 -2.0 -0.335
C 1.112 0.809 5.043 7.1 -1.1 1.2 0.325
O 2.381 0.823 5.493 -8.3 0.3 -2.5 -0.506
O 0.831 -0.007 3.848 0.0 3.4 2.9 -0.215
C 1.476 0.532 2.641 0.6 -0.6 -2.8 -0.502
C 0.405 0.251 1.389 1.0 2.0 0.7 0.261
C 0.921 0.915 -0.042 -1.2 -0.4 0.1 -0.831
O 0.257 -1.215 1.320 -3.8 1.0 -0.6 -0.189
C -1.118 -1.620 0.991 -0.2 -4.6 -5.3 0.223
O -1.276 -2.431 -0.091 1.1 5.3 7.3 -0.460
C -2.473 -1.202 1.854 1.8 0.6 -0.1 -0.233
S -3.397 0.055 0.765 0.8 0.0 -0.2 -0.206
H -3.529 4.086 6.222 0.3 2.3 -0.1 0.239
H -2.568 5.321 5.151 -1.3 -0.3 2.0 0.280
H -4.117 5.957 6.068 1.8 -1.9 0.1 0.294
H -1.533 6.516 7.039 -1.5 -2.0 1.0 0.340
H -2.909 6.196 8.286 1.2 -1.4 -1.9 0.308
H -0.401 4.363 7.372 -2.1 -0.6 1.3 0.341
H -0.932 4.906 9.098 -0.8 -1.1 -2.2 0.261
H -4.265 3.737 9.112 2.1 -2.1 -0.6 0.359
H -0.047 2.783 5.505 0.4 -2.2 0.7 0.319
H -1.082 1.207 5.573 2.3 0.9 0.7 0.314
H 2.442 -0.104 2.359 -2.0 1.4 1.0 0.254
H 1.759 1.671 2.706 -0.7 -2.3 0.0 0.314
H -0.570 0.831 1.681 1.5 -1.5 -0.5 0.256
H 2.081 0.837 -0.194 -2.4 0.2 0.3 0.317
H 0.523 2.033 -0.108 1.2 -2.3 0.2 0.228
H 0.336 0.333 -0.902 1.5 1.2 1.8 0.155
H -3.189 -2.109 2.035 1.7 1.7 -0.6 0.370
H -2.194 -0.666 2.860 -0.4 -1.3 -2.0 0.124
H -2.419 0.644 -0.080 -0.7 -1.1 1.3 0.162
O 2.833 -6.278 -2.640 -2.0 2.8 -3.2 -0.764
P 1.319 -6.469 -2.375 3.2 -5.8 5.7 0.829
N 1.522 -6.086 -0.733 0.0 1.5 1.8 0.153
C 1.206 -6.878 0.434 -0.4 -0.3 0.0 -0.992
C 1.908 -4.719 -0.399 0.3 0.2 -0.4 -1.190
N 1.398 -8.176 -2.576 0.1 -0.9 -0.9 0.210
C 1.066 -9.176 -1.575 -0.9 -0.1 -0.1 -1.114
C 2.453 -8.713 -3.442 0.1 0.5 -0.2 -0.999
N -0.420 -6.689 -2.070 -0.4 2.1 -3.0 -0.033
C -1.133 -7.074 -3.314 -0.3 -0.6 -0.4 -1.085
C -1.142 -5.506 -1.566 -0.1 0.4 0.6 -1.171
H 0.181 -7.257 0.423 -0.1 -0.2 0.0 0.319
H 1.294 -6.311 1.371 0.1 0.2 -0.4 0.410
H 1.901 -7.716 0.535 -0.2 -0.1 0.0 0.260
H 1.036 -4.060 -0.381 -0.1 0.3 0.2 0.378
H 2.611 -4.311 -1.131 -0.1 -0.2 -0.1 0.312
H 2.409 -4.649 0.573 -0.1 -0.2 -0.1 0.434
H 1.890 -9.343 -0.878 0.1 0.0 0.1 0.310
H 0.838 -10.138 -2.051 0.2 0.1 -0.1 0.395
H 0.162 -8.930 -1.013 0.2 0.2 0.0 0.310
H 3.415 -8.753 -2.918 0.1 0.0 -0.1 0.302
H 2.567 -8.101 -4.344 0.1 0.0 0.3 0.294
H 2.214 -9.724 -3.791 -0.2 0.1 0.3 0.313
H -1.050 -6.286 -4.070 -0.3 0.0 0.0 0.360
H -2.192 -7.265 -3.114 0.1 0.2 0.1 0.385
H -0.741 -7.996 -3.749 0.2 0.2 0.2 0.327
H -0.941 -4.625 -2.187 -0.2 0.0 0.2 0.389
H -0.880 -5.275 -0.532 0.3 0.0 -0.2 0.196
H -2.225 -5.677 -1.548 0.2 -0.2 -0.3 0.475
O 0.721 3.260 -2.535 4.4 0.9 1.1 -0.693
P 1.162 4.077 -3.774 -8.1 -2.1 -2.7 0.787
N -0.138 5.149 -3.575 -0.9 2.0 1.0 0.167
C -1.203 5.474 -4.498 0.0 0.1 -0.5 -0.980
C -0.133 6.009 -2.396 0.2 -0.4 0.3 -1.057
N 0.713 2.835 -4.877 0.4 -1.1 -0.3 0.198
C -0.278 2.941 -5.934 0.5 0.4 -0.7 -1.105
C 0.733 1.451 -4.390 0.3 0.2 0.4 -0.998
N 1.669 5.016 -5.199 3.4 -0.2 1.7 -0.140
C 2.890 4.433 -5.811 0.3 -0.5 -0.7 -1.082
C 2.003 6.431 -4.953 -0.3 0.7 0.1 -1.050
H -0.833 5.761 -5.485 0.0 -0.1 -0.2 0.321
H -1.814 6.322 -4.162 0.4 -0.1 0.2 0.414
H -1.898 4.637 -4.599 0.0 0.0 -0.2 0.237
H 0.489 6.893 -2.558 0.0 0.3 0.1 0.287
H 0.263 5.487 -1.520 0.0 -0.1 -0.1 0.249
H -1.138 6.346 -2.116 0.1 -0.1 -0.2 0.442
H -1.294 2.802 -5.555 -0.1 0.0 0.0 0.309
H -0.107 2.176 -6.702 0.1 -0.1 0.2 0.383
H -0.221 3.888 -6.476 0.0 0.0 0.3 0.314
H -0.164 1.224 -3.804 0.0 -0.1 0.1 0.296
H 1.617 1.267 -3.770 -0.3 0.1 0.0 0.263
H 0.790 0.733 -5.217 -0.1 0.3 -0.1 0.337
H 3.730 4.461 -5.108 0.1 0.1 -0.2 0.362
H 3.168 4.977 -6.719 -0.1 0.1 0.2 0.404
H 2.746 3.394 -6.117 -0.2 0.2 0.3 0.313
H 2.708 6.534 -4.120 0.0 0.2 -0.2 0.368
H 1.116 7.031 -4.740 0.0 -0.3 0.2 0.287
H 2.446 6.896 -5.842 0.0 -0.4 0.1 0.374